Entry 1:
23
Properties=species:S:1:pos:R:3:forces:R:3:mulliken_charge:R:1 method="wB97M-V/def2-TZVPD" e_above_lowest_ev=1.666 e_lumo_ha=0.01404 total_energy_ev=-18589.5182 total_charge=0
C 2.222 3.742 1.019 0.2 0.0 -0.1 -0.33
C -3.297 -2.096 -0.467 0.0 0.0 0.0 0.75
C 0.561 0.410 -1.117 -0.1 -0.1 -0.2 -0.51
C 0.838 -0.958 0.971 -0.2 -0.2 0.0 -0.56
C 0.381 -0.930 -1.856 0.0 0.3 -0.1 -0.33
C 0.658 -2.197 0.079 0.1 -0.1 0.3 -0.32
C 0.181 0.233 0.324 0.2 -0.2 0.0 0.53
N -0.237 3.792 1.418 -1.1 0.2 0.1 -0.58
N 1.081 3.747 1.240 0.6 -0.1 0.1 0.33
O -3.292 -1.399 -1.375 0.0 1.0 -1.4 -0.37
O -3.288 -2.791 0.441 0.0 -1.1 1.4 -0.36
O 1.093 -1.967 -1.234 0.2 -0.1 -0.1 -0.39
O -0.600 0.948 0.910 -0.2 0.1 0.1 -0.72
H 1.615 0.696 -1.156 0.0 0.0 0.0 0.32
H -0.038 1.192 -1.583 0.0 0.0 0.1 0.31
H 0.409 -1.134 1.957 0.0 0.1 0.0 0.36
H 1.902 -0.745 1.076 0.1 0.0 0.0 0.29
H -0.690 -1.178 -1.901 0.1 0.0 -0.1 0.19
H 0.774 -0.859 -2.871 -0.1 0.0 0.0 0.31
H 1.256 -3.028 0.457 -0.1 0.1 0.0 0.32
H -0.402 -2.495 0.084 0.1 0.0 0.0 0.13
H -0.475 4.140 2.343 0.2 -0.1 -0.2 0.26
H -0.652 2.877 1.240 0.2 0.1 0.1 0.39

---

Entry 2:
66
Properties=species:S:1:pos:R:3:forces:R:3:mulliken_charge:R:1 method="wB97M-V/def2-TZVPD" e_lumo_ha="-0.13182 / -0.14934" spin_multiplicity=2 total_energy_ev=-85847.4704 total_charge=+1
Pt 1.349 -0.095 -0.700 0.1 1.4 0.6 1.01
S 3.658 -0.260 -0.677 -0.1 -0.1 0.2 -0.49
C 3.513 1.036 -1.809 -0.1 0.0 -0.1 0.75
C 4.510 1.638 -2.561 0.1 0.1 -0.1 -0.87
C 4.141 2.610 -3.469 0.1 -0.1 0.0 -0.14
C 2.797 2.944 -3.615 0.0 0.1 0.0 -1.08
C 1.863 2.291 -2.847 -0.2 0.1 0.2 -0.09
N 2.210 1.366 -1.938 0.3 -0.4 -0.7 -0.16
H 5.538 1.326 -2.440 0.0 0.0 0.0 0.45
H 4.892 3.101 -4.076 0.0 0.0 0.0 0.42
H 2.478 3.702 -4.316 0.0 0.0 0.0 0.42
H 0.814 2.537 -2.926 0.0 0.0 0.0 0.50
S -1.930 -3.018 -3.718 0.2 0.1 -0.3 -0.46
Sb -0.760 -2.148 -5.385 -0.2 -0.1 0.3 0.60
S 1.299 -1.868 -2.422 -0.3 -0.2 -0.3 -0.11
S 1.151 -1.108 -4.321 0.2 -0.1 0.2 -0.33
C -1.279 0.649 -2.758 -0.2 0.0 0.1 0.10
N -2.186 1.068 -1.707 0.0 0.1 -0.1 0.17
C -3.596 0.869 -2.034 0.0 0.0 0.0 -1.24
C -1.778 1.270 -0.436 0.0 -0.2 0.1 0.27
N -0.593 0.856 -0.022 0.1 0.1 -0.4 -0.31
C -0.072 1.232 1.247 -0.1 -0.1 0.0 0.22
C -0.148 2.478 1.849 0.0 0.1 0.0 -0.75
C 0.419 2.676 3.104 0.0 0.1 -0.1 -0.70
C 1.073 1.643 3.754 0.0 -0.1 0.1 -0.92
C 1.209 0.407 3.132 0.0 0.0 0.0 -0.60
C 0.652 0.211 1.882 -0.1 -0.3 0.0 0.03
N 0.886 -0.954 1.089 0.2 -0.6 0.1 0.98
C 0.669 -2.197 1.494 -0.1 0.2 0.2 0.06
N -0.293 -2.489 2.398 0.0 0.0 0.1 0.39
C -1.484 -1.672 2.528 0.0 -0.1 -0.1 -1.26
C -0.174 -3.608 3.327 0.0 0.1 -0.1 -1.24
N 1.395 -3.241 1.039 0.0 0.0 -0.4 0.17
C 0.710 -4.413 0.487 0.0 0.0 0.1 -1.03
C 2.760 -3.073 0.561 0.0 0.0 0.1 -1.10
N -2.705 1.887 0.367 0.0 0.2 0.1 0.37
C -3.407 3.076 -0.101 0.0 0.0 0.0 -1.27
C -2.930 1.579 1.766 -0.1 0.0 -0.1 -1.04
H -1.626 1.058 -3.710 0.0 0.0 0.0 0.55
H -1.243 -0.437 -2.822 0.0 -0.1 0.0 0.12
H -0.285 1.009 -2.563 0.2 0.0 0.0 -0.92
H -3.989 1.692 -2.633 0.0 0.0 0.0 0.33
H -4.188 0.772 -1.130 0.0 0.0 0.0 0.41
H -3.687 -0.053 -2.610 0.0 0.0 0.0 0.40
H -0.649 3.294 1.340 0.0 0.0 0.0 0.61
H 0.355 3.651 3.569 0.0 0.0 0.0 0.47
H 1.513 1.807 4.729 0.0 0.0 0.0 0.43
H 1.777 -0.391 3.598 0.0 0.0 0.0 0.54
H -1.643 -1.146 1.589 0.0 0.0 0.0 0.22
H -1.409 -0.953 3.347 0.0 0.0 0.0 0.36
H -2.338 -2.327 2.705 0.0 0.0 0.0 0.53
H 0.850 -3.970 3.341 0.0 0.0 0.0 0.39
H -0.837 -4.431 3.054 0.0 0.0 0.0 0.36
H -0.446 -3.265 4.326 0.0 0.0 0.0 0.40
H 0.738 -4.370 -0.605 0.0 0.0 0.0 0.27
H -0.328 -4.433 0.804 0.0 0.0 0.0 0.40
H 1.200 -5.327 0.821 0.0 0.0 0.0 0.31
H 3.260 -2.297 1.138 0.0 0.0 0.0 0.34
H 2.809 -2.837 -0.502 0.0 0.0 0.0 0.26
H 3.289 -4.012 0.722 0.0 0.0 0.0 0.38
H -3.141 3.297 -1.130 0.0 0.0 0.0 0.37
H -3.130 3.933 0.521 0.0 0.0 0.0 0.38
H -4.490 2.945 -0.037 0.0 0.0 0.0 0.38
H -2.462 0.641 2.033 0.0 0.0 0.0 0.22
H -4.006 1.487 1.931 0.0 0.0 0.0 0.41
H -2.544 2.356 2.430 0.0 0.0 0.0 0.35

---

Entry 3:
55
Properties=species:S:1:pos:R:3:forces:R:3:mulliken_charge:R:1 method="wB97M-V/def2-TZVPD" e_above_lowest_ev=0.000 e_lumo_ha=-0.25790 total_energy_ev=-187429.6465 total_charge=+2
Rh -0.109 1.397 -1.726 -0.4 -0.3 0.0 0.59
Br 2.742 1.731 -2.295 0.1 0.1 0.0 -0.07
C 2.313 3.554 -1.840 0.1 0.0 0.0 -0.48
Br 0.378 3.821 -1.897 0.1 0.1 0.0 0.06
H 2.767 4.223 -2.563 0.0 0.0 0.0 0.43
H 2.639 3.748 -0.826 0.0 0.0 0.0 0.41
N 3.906 -1.818 7.477 0.0 0.0 0.0 -0.40
C 3.338 -1.336 6.604 0.0 0.0 0.0 -0.09
C 2.625 -0.732 5.511 0.0 0.0 0.0 0.44
C 1.281 -0.401 5.652 0.0 0.0 0.0 -0.84
C 0.593 0.170 4.595 0.0 -0.1 0.0 -0.60
C 1.262 0.417 3.407 0.0 0.0 0.0 0.80
C 2.605 0.104 3.258 0.0 0.1 0.0 -0.24
C 3.285 -0.479 4.311 0.0 0.0 0.0 -0.83
N 0.547 1.009 2.308 0.0 0.0 0.0 0.19
C -0.439 1.963 2.393 0.0 0.1 0.0 -0.49
C -0.834 2.232 1.123 0.1 -0.1 0.0 -0.98
N -0.103 1.441 0.262 0.0 0.0 0.1 0.86
C 0.723 0.721 1.010 0.0 -0.1 0.0 -0.85
H 0.772 -0.601 6.585 0.0 0.0 0.0 0.47
H -0.460 0.391 4.704 0.0 0.0 0.0 0.47
H 3.139 0.341 2.347 0.0 0.0 0.0 0.51
H 4.334 -0.724 4.214 0.0 0.0 0.0 0.46
H -0.752 2.391 3.328 0.0 0.0 0.0 0.54
H -1.570 2.930 0.784 -0.1 0.1 -0.1 0.37
H 1.422 -0.011 0.645 0.0 0.0 0.0 0.51
C -3.314 0.444 -0.732 0.0 0.1 0.0 -0.94
Si -2.473 1.568 -1.947 0.1 0.1 0.0 0.98
C -2.992 3.354 -1.814 0.0 -0.1 -0.1 -1.20
C -2.534 0.999 -3.717 0.1 -0.1 0.0 -1.01
H -4.352 0.761 -0.603 0.0 0.0 0.0 0.45
H -2.842 0.460 0.252 0.0 0.0 0.0 0.31
H -3.320 -0.582 -1.093 0.0 -0.1 0.0 0.21
H -4.082 3.390 -1.908 0.0 0.0 0.0 0.39
H -2.588 3.952 -2.633 0.0 0.0 0.0 0.35
H -2.751 3.847 -0.876 0.0 0.0 0.2 0.36
H -3.592 0.922 -3.994 0.0 0.0 0.0 0.36
H -2.084 0.016 -3.870 0.0 0.1 0.0 0.21
H -2.079 1.714 -4.405 0.0 0.0 0.0 0.35
C 2.243 -3.543 -2.341 0.0 0.0 0.0 -1.15
C 1.202 -2.525 -2.790 -0.1 0.0 0.0 -0.56
S 0.423 -1.753 -1.362 0.1 0.0 -0.1 0.31
O -0.426 -0.596 -1.955 -0.1 0.0 0.0 -0.60
C -0.797 -2.988 -0.896 0.0 0.0 0.0 -0.61
C -1.840 -3.281 -1.960 0.0 -0.1 0.0 -1.08
H 2.655 -4.039 -3.218 0.0 0.0 0.0 0.39
H 1.810 -4.317 -1.707 0.0 0.0 0.0 0.32
H 3.062 -3.070 -1.801 0.0 0.0 0.0 0.33
H 0.423 -2.964 -3.413 0.0 0.1 0.0 0.34
H 1.640 -1.687 -3.335 0.1 0.0 0.0 0.40
H -1.238 -2.596 0.022 0.0 0.0 0.0 0.37
H -0.207 -3.868 -0.624 0.0 0.0 0.0 0.55
H -2.310 -2.368 -2.315 0.0 0.0 0.0 0.15
H -2.612 -3.911 -1.519 0.0 0.0 0.0 0.39
H -1.428 -3.820 -2.812 0.0 0.0 0.0 0.37

---

Entry 4:
12
Properties=species:S:1:pos:R:3:forces:R:3:mulliken_charge:R:1 method="wB97M-V/def2-TZVPD" e_above_lowest_ev=1.132 e_lumo_ha=0.03247 smiles="O=C1NC[C@H]2O[C@@H]12" total_energy_ev=-9813.1823 total_charge=0
O 0.939 2.339 0.559 -0.1 -0.4 0.0 -0.59
C 0.506 1.243 0.284 0.1 0.1 0.0 0.18
N 1.229 0.151 -0.146 0.1 0.1 0.1 -0.16
C 0.430 -0.998 -0.537 -0.1 -0.1 0.0 -0.57
C -0.969 -0.607 -0.099 0.0 -0.2 -0.2 -0.12
O -1.030 -0.314 1.283 -0.1 -0.1 0.2 -0.41
C -0.933 0.779 0.366 -0.1 0.3 -0.1 0.02
H 2.176 0.029 0.179 0.0 0.2 -0.2 0.24
H 0.770 -1.909 -0.039 -0.1 0.0 0.0 0.29
H 0.471 -1.151 -1.623 -0.1 0.0 0.2 0.27
H -1.846 -1.074 -0.537 0.1 0.1 0.1 0.44
H -1.760 1.481 0.354 0.1 -0.1 -0.1 0.42